# 1
Density functional theory data (ωB97M-V with the def2-TZVPD basis set) for a molecular structure, C26H32ClGdO4 in a non-equilibrium geometry.

```
64
Properties=species:S:1:pos:R:3:forces:R:3
Gd 0.07871 0.14325 0.28966 0.1 -0.1 0.2
Cl 2.96126 3.86643 7.65691 0.2 0.2 0.4
O 0.20114 0.42994 2.65333 1.1 1.3 0.3
O 1.36243 1.83662 1.38101 -0.1 0.1 1.4
O 0.41545 0.69102 -2.04660 0.2 0.7 -1.1
O 0.35816 0.34470 -7.51567 -0.1 0.5 -1.3
C 2.36588 3.15427 3.76279 0.0 -0.1 0.6
C 2.33609 -1.36159 0.79869 -0.4 -0.3 0.0
C 1.00056 1.42380 2.55127 -0.6 -0.9 -1.3
C 2.82566 3.71732 4.95996 -0.3 -0.3 0.0
C 0.29987 -2.45064 0.71724 0.9 -0.2 -0.1
C -0.93225 -1.20954 -8.96116 0.0 -0.1 0.1
C 1.98616 -1.53134 -0.57209 -0.1 -0.3 0.4
C 0.27922 -0.31618 -8.81725 -0.1 -0.1 -1.1
C 1.51944 2.09112 6.22282 0.2 0.3 -0.4
C 0.25734 1.63437 -8.20516 0.1 0.3 0.3
C 0.72453 -2.20840 -0.62668 0.3 -0.3 0.5
C 2.40224 3.18375 6.18855 -0.5 -0.6 -1.3
C 0.65338 2.07219 -3.99262 0.6 -0.2 0.0
C 1.49873 2.05917 3.80115 0.1 0.3 0.0
C 0.69920 2.07870 -2.46836 -0.4 -0.6 0.3
C 0.12158 -0.16312 -3.20643 0.4 0.2 0.5
C -0.05944 0.77776 -4.38688 -0.6 -0.1 0.1
C -2.24793 -0.56522 1.21353 -0.3 0.7 -0.1
C 1.28719 -1.91170 1.59382 0.3 -0.7 -0.6
C -2.40408 1.48267 0.14253 -0.1 -0.8 0.3
C -2.29954 -0.80908 -0.19773 -0.5 1.0 -0.3
C 1.54829 -1.04353 -9.21198 0.0 -0.2 0.2
C 0.12611 1.02590 -9.60209 0.1 -0.6 1.1
C -2.30990 0.84962 1.41922 -0.5 -0.3 -0.8
C 1.06503 1.54053 5.02184 0.2 0.2 0.5
C -2.40041 0.45909 -0.85683 -0.3 -0.4 0.7
H 2.60738 -1.26367 -1.42903 -0.3 0.0 0.3
H 1.68822 2.34910 -2.07494 -0.3 -0.1 0.0
H -2.35722 1.35471 2.38097 0.2 -0.2 -0.3
H -2.22900 -1.32256 1.99591 0.1 0.3 -0.3
H -2.55319 0.61090 -1.92333 0.2 0.0 0.2
H -0.57631 -3.02410 1.01862 0.2 0.3 -0.1
H 3.50634 4.56230 4.94899 -0.1 -0.1 0.0
H 0.96952 -0.84994 -3.34381 -0.2 0.2 0.1
H 1.68404 2.04126 -4.35299 -0.1 0.1 -0.1
H -1.85274 -0.67239 -8.71500 0.1 -0.1 0.0
H -0.06699 2.72569 -2.01551 0.2 -0.2 -0.1
H 0.96613 1.23620 -10.26509 -0.3 0.0 -0.1
H 1.19997 1.68892 7.17788 0.0 0.1 -0.1
H 0.33375 0.35206 -5.30869 -0.1 0.1 0.1
H 1.17622 2.21579 -8.06954 -0.3 0.0 0.2
H 0.23293 -2.56166 -1.53372 0.1 0.2 0.3
H 2.41526 -0.37548 -9.19600 -0.1 -0.1 0.1
H -0.99491 -1.54410 -10.00499 0.0 0.0 0.2
H 0.36555 0.70631 5.02749 0.2 0.2 0.0
H -0.62860 2.19660 -7.89149 0.3 0.0 0.2
H -2.31105 -1.77984 -0.68737 0.0 0.2 0.2
H -0.77991 -0.74921 -2.97694 0.3 0.2 0.0
H 1.42194 -1.41749 -10.23721 0.1 0.0 0.2
H 3.28107 -0.95382 1.16675 -0.5 0.0 -0.1
H -1.13200 0.94662 -4.53248 0.1 0.1 0.0
H -2.53268 2.55065 -0.03387 0.1 -0.3 0.1
H -0.85946 1.14630 -10.05583 0.3 0.1 -0.1
H 1.72999 -1.89484 -8.54917 0.1 0.1 -0.1
H 1.27738 -1.99307 2.68229 -0.1 0.2 -0.5
H 0.18033 2.96012 -4.40973 0.0 0.0 0.1
H -0.83234 -2.08722 -8.31668 -0.1 0.0 0.0
H 2.66529 3.55836 2.80016 0.0 -0.1 0.2
```
Positions in Å, forces in eV/Å.

⟨S²⟩ = 16.04
2S+1 = 8
Molecular weight = 601.241 g mol⁻¹
HOMO (alpha / beta) = -0.2878 / -0.2876 Eh

Partial atomic charges computed with the Mulliken method, in multiples of e: 0.99, -0.21, -0.69, -0.91, -0.03, -0.36, -0.25, -0.64, 1.05, -0.67, -0.71, -1.66, -0.41, 1.47, -0.78, -0.47, -0.46, 0.42, -0.77, 0.07, -0.41, -0.59, -0.29, -0.36, -0.48, -0.75, -0.69, -1.66, -0.84, -0.55, -0.24, -0.44, 0.44, 0.30, 0.46, 0.47, 0.53, 0.57, 0.40, 0.31, 0.33, 0.36, 0.25, 0.31, 0.39, 0.21, 0.29, 0.56, 0.37, 0.40, 0.45, 0.27, 0.59, 0.24, 0.40, 0.45, 0.31, 0.43, 0.30, 0.38, 0.37, 0.34, 0.38, 0.45

***

# 2
Density functional theory data (ωB97M-V with the def2-TZVPD basis set) for 2 unconnected molecules or ions with the total composition C26H32F3O5S in a non-equilibrium geometry.

```
67
Properties=species:S:1:pos:R:3:forces:R:3
S 2.03109 2.46370 6.52231 0.9 -1.8 -0.6
F 3.11682 0.31679 0.26382 -0.1 0.8 1.3
F 3.69340 -0.03860 2.36019 -0.4 1.0 -1.0
F 4.15108 1.89118 1.37558 -1.2 -0.7 0.3
O 4.51948 -0.40836 5.86009 0.3 -1.5 0.4
O 1.57356 3.55041 5.67222 0.2 0.0 -0.1
O 2.35917 -0.80478 6.46893 1.0 0.6 -0.2
O -2.89086 -1.10593 1.03209 1.7 1.3 -0.1
O 1.06971 1.64213 7.22486 -0.3 0.4 0.1
C 3.74541 5.00572 9.95988 -0.1 -0.1 -0.2
C 0.64166 -0.59436 1.27129 -0.2 -1.0 -0.4
C -1.35008 -3.30756 2.26226 -0.2 0.2 0.3
C -0.49842 1.56425 1.36580 -1.7 0.3 0.4
C 4.71638 -1.79018 6.20586 0.1 -0.6 -0.2
C 6.13607 -2.24602 5.91110 0.3 0.2 -0.1
C -0.59281 -2.80818 1.02804 0.0 0.2 -0.1
C -1.79304 -0.49799 1.07815 -1.6 -1.4 0.2
C -1.32757 -3.29005 -0.22539 -0.2 0.1 -0.2
C 2.87706 3.35269 7.86346 0.1 0.4 0.2
C -0.53711 -1.26659 1.09673 1.6 0.1 0.2
C -3.87720 1.40799 2.29854 0.2 -0.2 0.1
C 3.12707 3.78324 10.23610 0.1 0.0 -0.3
C -3.03698 1.76214 1.05909 0.2 0.0 -0.2
C 3.21048 -0.01705 6.06937 -0.7 1.5 -0.2
C 3.17466 0.93330 1.51409 2.8 -1.7 0.1
C 0.80130 -3.43408 1.04103 0.1 0.1 0.0
C -1.71276 0.96894 1.13187 0.5 1.2 0.3
C 1.90344 1.46722 1.99219 -3.3 -0.7 -1.6
C -3.83457 1.43071 -0.21445 0.1 -0.2 0.0
C 3.12112 1.39800 5.70022 -0.9 0.3 0.6
C -2.74896 3.25908 1.07556 0.0 0.2 0.1
C 0.71524 0.82153 1.57590 2.1 1.2 0.4
C 3.52671 4.56272 7.58234 -0.2 0.0 0.4
C 3.94996 5.38869 8.63045 -0.1 -0.2 -0.1
C 2.71448 2.94343 9.19494 -0.1 0.3 -0.1
H -3.29349 1.62890 3.20272 -0.3 0.0 -0.1
H -4.80672 1.99223 2.31243 0.2 -0.1 0.0
H -1.36127 -4.38459 -0.23883 0.1 0.1 0.0
H 6.21297 -3.33564 6.03669 -0.1 0.2 0.0
H 0.71183 -4.52806 1.03292 0.0 0.2 0.0
H 6.87215 -1.80225 6.59247 -0.1 0.1 -0.2
H -0.81803 -2.95209 -1.13226 0.0 0.0 0.0
H -1.38379 -4.40058 2.27651 0.1 0.1 0.0
H -2.20197 3.53844 1.98085 -0.1 0.1 -0.1
H 1.90743 2.46111 2.44896 0.0 -0.3 -0.3
H 3.87075 1.83814 5.03704 -0.2 -0.1 0.6
H -2.35157 -2.91228 -0.23657 0.1 -0.1 -0.1
H 4.03532 -2.43122 5.61788 0.0 0.4 0.3
H 1.59833 -1.11488 1.21426 -0.5 -0.1 0.3
H 1.34588 -3.15003 1.94810 0.0 -0.1 -0.2
H 1.37918 -3.13463 0.15945 0.0 0.0 0.1
H 3.62597 4.89501 6.54868 -0.1 -0.1 0.3
H -2.16116 3.55364 0.20035 0.0 0.0 0.1
H 4.04921 5.66137 10.77837 -0.1 -0.2 -0.2
H -4.08566 0.36495 -0.23946 0.0 0.3 -0.1
H -3.68188 3.83083 1.06187 0.0 -0.1 0.0
H 4.39347 6.35783 8.39616 0.0 -0.3 0.1
H -4.76420 2.01729 -0.23026 0.2 -0.1 0.0
H 2.91992 3.49509 11.26792 0.2 0.0 -0.2
H -0.85045 -2.95459 3.16981 -0.1 -0.1 0.0
H -3.24267 1.68193 -1.10458 -0.2 0.0 0.1
H -2.36988 -2.91702 2.25250 0.1 -0.2 0.1
H -0.40577 2.65741 1.37368 -0.1 -0.5 0.2
H 2.19869 2.00874 9.41673 0.1 0.3 -0.2
H 6.41879 -2.00333 4.88136 0.0 0.0 0.1
H 4.51795 -1.97290 7.27701 -0.2 0.3 -0.4
H -4.11455 0.33836 2.28307 -0.1 0.3 0.1
```
Positions in Å, forces in eV/Å.

ΔE to the lowest compared entry with this formula, charge and spin = 8.1 kcal/mol
Molecular weight = 513.598 g mol⁻¹
Total charge = -1
HOMO = -0.1485 Eh

Partial atomic charges computed with the natural (NBO) method, in multiples of e: 2.17, -0.34, -0.33, -0.32, -0.54, -1.00, -0.66, -0.60, -0.97, -0.23, -0.11, -0.61, -0.16, -0.07, -0.62, -0.08, 0.56, -0.61, -0.30, -0.09, -0.61, -0.24, -0.08, 0.74, 0.94, -0.61, -0.06, -0.21, -0.61, -0.95, -0.61, -0.03, -0.20, -0.23, -0.14, 0.22, 0.20, 0.20, 0.20, 0.21, 0.20, 0.20, 0.20, 0.22, 0.27, 0.22, 0.24, 0.18, 0.22, 0.22, 0.21, 0.23, 0.20, 0.20, 0.24, 0.21, 0.20, 0.20, 0.20, 0.22, 0.20, 0.24, 0.22, 0.24, 0.21, 0.17, 0.24

***

# 3
Density functional theory data (ωB97M-V with the def2-TZVPD basis set) for a molecular structure, C26H32N10O4STi in a non-equilibrium geometry.

```
74
Properties=species:S:1:pos:R:3:forces:R:3
Ti -0.46237 0.10573 -0.39994 -0.7 -0.1 -0.8
S -2.79598 1.09176 -0.92472 -0.2 -0.3 0.0
O 3.91540 -3.03952 -0.65536 0.1 0.1 -0.1
O 0.96422 6.40168 1.13241 0.0 0.0 0.0
O -1.15517 0.76292 1.49317 -0.1 -0.3 0.4
O 5.84273 -4.97793 1.01843 0.0 0.2 -0.1
N 0.31717 1.86065 -1.22227 0.2 0.4 0.1
N -4.76465 0.25876 -2.54842 -0.5 0.2 0.0
N 1.43366 -0.13114 0.59805 0.7 -0.1 0.4
N -0.78454 -0.87914 -2.09021 0.4 -0.6 -0.9
N 5.56860 -2.62323 0.82878 0.0 0.1 -0.2
N -3.09457 -1.10508 -2.62171 0.5 -0.3 -0.1
N -1.29088 -1.40397 1.00805 0.0 0.0 0.1
N -2.17881 -0.58393 3.03304 -0.1 0.0 0.1
N 0.75329 4.16349 -0.48048 -0.1 0.0 -0.1
N -1.23119 -3.64181 0.54398 0.1 -0.2 -0.2
C -5.11222 -0.75468 -3.43153 0.0 0.3 0.2
C -1.54516 -0.38544 1.85125 0.2 0.5 0.0
C -0.32302 5.90620 0.80930 0.1 0.1 0.1
C 1.91511 5.36521 1.26762 -0.1 0.1 0.1
C 2.28548 -1.11040 0.28526 -0.1 0.0 0.0
C 4.01774 -0.19381 1.61866 0.3 0.2 0.2
C -0.27167 -3.51022 -2.88650 -0.4 0.1 -0.1
C -3.53343 0.05331 -2.05476 0.1 0.0 0.1
C 0.52668 2.95131 -0.87346 0.2 0.4 0.0
C -2.50433 0.58213 3.87845 0.1 -0.3 -0.1
C 2.09017 4.62668 -0.03883 -0.2 -0.2 -0.3
C 0.77961 -2.61937 -2.74736 0.2 -0.1 0.0
C -1.55244 -2.65681 1.36961 -0.3 -0.2 0.2
C -5.61438 1.40169 -2.20372 0.1 -0.3 -0.1
C 3.58554 -1.18169 0.75991 0.0 -0.2 -0.3
C -4.07772 -1.59842 -3.49056 0.2 -0.1 0.1
C -0.30515 5.20620 -0.52963 0.2 -0.3 -0.1
C 6.32256 -3.80104 0.42130 0.0 -0.1 0.1
C -2.18691 -2.92360 2.62532 0.2 0.0 -0.3
C -1.59547 -2.99965 -2.83863 0.3 -0.7 -0.1
C 0.51474 -1.30546 -2.42042 -0.8 0.2 0.5
C 3.13576 0.81360 1.98835 -0.1 0.0 0.0
C 4.38998 -2.35174 0.23531 -0.3 -0.3 0.4
C -1.80115 -1.70240 -2.50339 -0.2 0.9 0.2
C 1.86184 0.80735 1.46102 0.0 0.1 0.0
C -2.48889 -1.86519 3.39349 -0.2 0.3 0.4
H -5.72119 1.47130 -1.12490 0.0 0.0 0.0
H -1.42837 -4.59830 0.78358 0.0 0.0 0.0
H 6.27685 -3.85332 -0.66260 0.0 0.0 -0.1
H -0.99646 6.75939 0.77302 0.0 0.0 0.0
H -2.98795 -1.97154 4.34735 0.0 0.0 0.0
H 7.35113 -3.66211 0.73877 0.0 0.0 0.1
H -0.66897 5.21855 1.59099 0.0 0.0 0.0
H 5.79219 -2.19864 1.71242 0.0 0.0 0.0
H 2.85434 5.82637 1.56526 0.0 0.0 0.0
H -6.58597 1.23924 -2.65941 0.0 0.0 0.0
H -2.43155 -3.63598 -3.09440 0.1 0.0 0.0
H 1.80071 -2.91888 -2.94763 0.0 0.0 0.0
H 5.03051 -0.18002 2.00606 0.0 0.0 0.0
H 5.12252 -5.31416 0.47492 0.0 0.0 0.0
H -1.59591 1.13311 4.10026 0.0 0.0 0.0
H -0.84285 -3.45433 -0.37080 0.0 0.0 0.0
H -5.17061 2.31601 -2.58882 0.0 0.1 0.0
H -1.25519 4.72446 -0.75254 0.0 0.0 0.0
H -0.09704 -4.54241 -3.15673 0.0 0.0 0.0
H -2.94663 0.21164 4.79801 0.0 0.0 0.0
H -2.42953 -3.92765 2.93830 0.0 0.0 0.0
H 1.94450 -1.88374 -0.38599 0.0 0.0 0.0
H -6.05648 -0.76303 -3.94691 0.0 0.0 0.0
H -0.05843 5.90012 -1.33342 0.0 0.1 0.0
H 1.27658 -0.53787 -2.45100 0.0 0.1 0.0
H -3.20689 1.22314 3.35510 0.0 0.0 0.0
H 3.42938 1.59345 2.67787 0.0 0.0 0.0
H 1.60092 4.66847 2.05674 0.0 0.0 0.0
H -3.92814 -2.47604 -4.09022 0.0 0.0 0.0
H 1.14527 1.56865 1.73879 0.0 0.0 0.0
H 2.48747 5.28815 -0.80923 0.0 0.0 0.0
H 2.74560 3.76299 0.05832 0.0 0.0 0.0
```
Positions in Å, forces in eV/Å.

ΔE to the lowest compared entry with this formula, charge and spin = 8.7 kcal/mol
⟨S²⟩ = 2.03
2S+1 = 3
Molecular weight = 628.542 g mol⁻¹
Total charge = +2
HOMO (alpha / beta) = -0.4096 / -0.4823 Eh

Partial atomic charges computed with the Mulliken method, in multiples of e: 0.24, -0.39, -0.68, -0.37, -0.75, -0.53, -0.10, 0.19, 0.68, 0.10, -0.16, 0.31, 0.61, 0.13, 0.07, -0.23, -0.61, 0.05, -0.50, -0.51, -0.14, -0.30, -1.12, 0.07, 0.49, -0.87, -0.52, -0.39, 1.00, -0.82, -0.13, -0.41, -0.51, -0.50, -1.17, -0.49, -0.55, -1.31, 0.39, 0.69, -0.61, -0.19, 0.33, 0.23, 0.36, 0.35, 0.40, 0.36, 0.29, 0.23, 0.36, 0.31, 0.36, 0.45, 0.45, 0.35, 0.30, 0.02, 0.33, 0.39, 0.45, 0.34, 0.45, 0.50, 0.45, 0.29, 0.52, 0.31, 0.50, 0.30, 0.45, 0.72, 0.28, 0.40

***

Electronic energy: -2536.74228, -2083.92625, -3105.81286 (a.u.)